Entry from the OMol25 dataset: a structure of composition C50H45AsF6MnN2O8PS2Si at a distorted geometry (ωB97M-V/def2-TZVPD).

For the frontier orbital gap (alpha / beta), the calculation gives 7.566 / 7.755 eV. Its net charge is -2. For the LUMO energy (alpha / beta), the calculation gives 3.80 / 3.85 eV. Its spin multiplicity is 5. The value obtained for the max |F| is 1.82 eV Å⁻¹.

Geometry (Å):
Mn1 0.51 0.09 0.74
C1 1.54 -3.26 -4.88
C2 0.80 -4.15 -4.11
C3 0.48 -3.84 -2.79
C4 0.90 -2.63 -2.24
C5 1.63 -1.74 -3.01
C6 1.95 -2.05 -4.33
P1 0.66 -2.20 -0.47
C7 -0.37 -3.59 0.15
C8 0.09 -4.48 1.12
C9 -0.74 -5.47 1.63
C10 -2.04 -5.59 1.16
C11 -2.50 -4.72 0.18
C12 -1.68 -3.72 -0.32
C13 2.31 -2.65 0.19
C14 3.06 -3.67 -0.33
C15 4.32 -3.98 0.22
C16 4.80 -3.27 1.28
C17 4.04 -2.22 1.85
C18 4.52 -1.49 2.97
C19 3.77 -0.50 3.51
C20 2.52 -0.16 2.94
C21 2.02 -0.79 1.84
C22 2.78 -1.88 1.29
H1 1.79 -3.51 -5.90
H2 0.47 -5.09 -4.53
H3 -0.09 -4.55 -2.20
H4 1.95 -0.79 -2.61
H5 2.51 -1.34 -4.92
H6 1.11 -4.40 1.49
H7 -0.37 -6.14 2.39
H8 -2.69 -6.36 1.56
H9 -3.52 -4.79 -0.19
H10 -2.06 -3.05 -1.07
H11 2.68 -4.25 -1.17
H12 4.91 -4.79 -0.21
H13 5.77 -3.49 1.70
H14 5.50 -1.74 3.37
H15 4.12 0.05 4.37
H16 1.95 0.64 3.39
O1 3.47 0.89 -2.50
S1 3.10 1.40 -1.21
O2 4.22 1.73 -0.34
O3 2.10 0.57 -0.51
C23 2.27 2.97 -1.47
C24 3.12 4.07 -1.55
C25 2.62 5.35 -1.66
C26 1.25 5.54 -1.70
C27 0.39 4.46 -1.67
C28 0.88 3.16 -1.56
S2 -0.36 1.84 -1.75
O4 -1.51 2.54 -2.23
O5 0.24 0.88 -2.63
O6 -0.58 1.33 -0.35
H17 4.19 3.89 -1.49
H18 3.29 6.20 -1.70
H19 0.84 6.55 -1.77
H20 -0.68 4.58 -1.75
C29 -2.72 2.61 2.40
C30 -1.61 3.66 2.52
C31 -2.02 4.68 3.58
C32 -1.47 4.36 1.16
Si1 0.00 2.75 2.96
O7 0.23 1.39 2.16
C33 1.49 3.88 2.75
C34 2.58 3.38 2.03
C35 3.73 4.13 1.82
C36 3.80 5.43 2.30
C37 2.73 5.96 3.01
C38 1.60 5.20 3.23
C39 -0.13 2.28 4.80
C40 -0.66 1.03 5.11
C41 -0.80 0.59 6.42
C42 -0.41 1.42 7.46
C43 0.13 2.67 7.18
C44 0.26 3.09 5.86
H21 -3.68 3.10 2.18
H22 -2.83 2.03 3.33
H23 -2.50 1.92 1.58
H24 -3.00 5.10 3.34
H25 -1.31 5.51 3.64
H26 -2.08 4.23 4.58
H27 -2.42 4.85 0.89
H28 -1.24 3.64 0.38
H29 -0.69 5.12 1.18
H30 2.54 2.37 1.63
H31 4.55 3.69 1.27
H32 4.69 6.03 2.13
H33 2.78 6.98 3.38
H34 0.77 5.63 3.79
H35 -0.95 0.38 4.29
H36 -1.22 -0.39 6.62
H37 -0.50 1.08 8.49
H38 0.45 3.31 7.99
H39 0.68 4.07 5.66
N1 -5.01 -1.22 5.12
C45 -3.84 -1.93 5.13
O8 -3.58 -2.72 6.02
C46 -2.91 -1.67 3.97
C47 -1.64 -2.22 4.03
C48 -0.74 -1.94 3.01
N2 -1.06 -1.21 1.94
C49 -2.30 -0.75 1.86
C50 -3.24 -0.93 2.86
H40 -5.54 -1.24 5.97
H41 -5.09 -0.40 4.54
H42 -1.36 -2.86 4.86
H43 0.27 -2.32 3.04
H44 -2.57 -0.24 0.94
H45 -4.23 -0.50 2.71
F1 -1.76 -0.94 -1.36
As1 -3.32 -0.51 -2.02
F2 -3.32 -2.03 -2.90
F3 -2.65 0.23 -3.40
F4 -4.92 -0.16 -2.60
F5 -3.43 0.84 -0.96
F6 -4.04 -1.46 -0.70

Löwdin population analysis, charges in e, atoms 1 to 99:
1. Mn 0.80
2. C -0.10
3. C -0.10
4. C -0.09
5. C -0.32
6. C -0.07
7. C -0.06
8. P 1.16
9. C -0.34
10. C -0.10
11. C -0.10
12. C -0.10
13. C -0.07
14. C -0.09
15. C -0.30
16. C -0.08
17. C -0.08
18. C -0.05
19. C -0.17
20. C -0.05
21. C -0.07
22. C -0.09
23. C -0.14
24. C -0.17
25. H 0.09
26. H 0.09
27. H 0.10
28. H 0.06
29. H 0.11
30. H 0.10
31. H 0.09
32. H 0.09
33. H 0.11
34. H 0.07
35. H 0.11
36. H 0.09
37. H 0.10
38. H 0.10
39. H 0.10
40. H 0.08
41. O -0.30
42. S 0.48
43. O -0.32
44. O -0.41
45. C -0.21
46. C -0.08
47. C -0.09
48. C -0.08
49. C -0.08
50. C -0.19
51. S 0.50
52. O -0.30
53. O -0.28
54. O -0.43
55. H 0.11
56. H 0.10
57. H 0.10
58. H 0.10
59. C -0.09
60. C -0.58
61. C -0.10
62. C -0.08
63. Si 0.49
64. O -0.36
65. C -0.18
66. C -0.07
67. C -0.08
68. C -0.10
69. C -0.11
70. C -0.11
71. C -0.20
72. C -0.08
73. C -0.08
74. C -0.11
75. C -0.11
76. C -0.09
77. H 0.09
78. H 0.07
79. H 0.06
80. H 0.08
81. H 0.06
82. H 0.07
83. H 0.09
84. H 0.05
85. H 0.08
86. H 0.08
87. H 0.09
88. H 0.09
89. H 0.09
90. H 0.08
91. H 0.07
92. H 0.09
93. H 0.09
94. H 0.09
95. H 0.09
96. N 0.17
97. C -0.49
98. O 0.05
99. C -0.14


Entry from the OMol25 dataset: a structure of composition C50H46BrN2O2RuS2 at a distorted geometry (ωB97M-V/def2-TZVPD).

For the frontier orbital gap (alpha / beta), the calculation gives 5.798 / 6.215 eV. Its net charge is +2. For the LUMO energy (alpha / beta), the calculation gives -6.96 / -6.54 eV. Its spin multiplicity is 2. The value obtained for the max |F| is 2.38 eV Å⁻¹.

Geometry (Å):
Ru1 0.16 -0.89 0.44
C1 -4.53 2.13 -4.75
C2 -3.50 1.30 -4.04
C3 -3.74 -0.04 -3.75
C4 -2.78 -0.81 -3.11
C5 -1.56 -0.25 -2.78
C6 -1.31 1.10 -3.03
C7 -2.28 1.86 -3.65
S1 -0.34 -1.31 -2.02
O1 -1.03 -2.52 -1.53
C8 0.63 -1.79 -3.49
C9 -0.02 -1.82 -4.74
C10 0.70 -2.13 -5.86
C11 2.09 -2.37 -5.79
C12 2.85 -2.59 -6.96
C13 4.20 -2.75 -6.89
C14 4.85 -2.72 -5.64
C15 4.14 -2.55 -4.49
C16 2.74 -2.37 -4.53
C17 1.97 -2.11 -3.35
C18 2.68 -2.11 -2.04
C19 3.31 -3.29 -1.56
C20 3.09 -4.55 -2.17
C21 3.72 -5.67 -1.70
C22 4.61 -5.58 -0.61
C23 4.83 -4.38 0.00
C24 4.17 -3.21 -0.44
C25 4.32 -1.98 0.25
C26 3.62 -0.88 -0.15
C27 2.82 -0.95 -1.31
S2 1.99 0.56 -1.86
O2 1.37 1.05 -0.58
C28 3.47 1.44 -2.37
C29 3.67 1.31 -3.74
C30 4.85 1.77 -4.30
C31 5.82 2.37 -3.50
C32 7.11 2.87 -4.09
C33 5.58 2.50 -2.13
C34 4.41 2.04 -1.55
H1 -5.46 1.58 -4.88
H2 -4.16 2.43 -5.73
H3 -4.74 3.05 -4.20
H4 -4.68 -0.49 -4.03
H5 -2.96 -1.86 -2.88
H6 -0.38 1.56 -2.73
H7 -2.09 2.91 -3.84
H8 -1.07 -1.61 -4.81
H9 0.21 -2.17 -6.82
H10 2.34 -2.62 -7.92
H11 4.79 -2.88 -7.79
H12 5.93 -2.84 -5.60
H13 4.66 -2.54 -3.54
H14 2.40 -4.63 -3.00
H15 3.54 -6.63 -2.16
H16 5.12 -6.47 -0.26
H17 5.51 -4.30 0.85
H18 4.98 -1.93 1.10
H19 3.73 0.07 0.37
H20 2.91 0.84 -4.36
H21 5.01 1.67 -5.36
H22 7.16 2.68 -5.15
H23 7.96 2.39 -3.60
H24 7.21 3.95 -3.92
H25 6.33 2.97 -1.51
H26 4.23 2.17 -0.49
Br1 0.66 0.88 2.41
C35 1.74 -0.36 3.42
C36 2.41 0.12 4.51
C37 3.18 -0.77 5.28
C38 3.21 -2.10 4.96
C39 2.51 -2.60 3.83
C40 2.52 -3.97 3.49
C41 1.88 -4.42 2.37
C42 1.24 -3.52 1.51
C43 1.19 -2.19 1.81
C44 1.78 -1.70 3.00
H27 2.35 1.16 4.78
H28 3.72 -0.40 6.14
H29 3.77 -2.80 5.57
H30 3.05 -4.66 4.14
H31 1.88 -5.48 2.13
H32 0.81 -3.90 0.59
C45 -5.05 -0.07 1.71
C46 -4.17 -0.59 2.84
N1 -3.58 -1.90 2.54
C47 -4.26 -3.09 3.07
C48 -5.44 -3.56 2.22
C49 -2.54 -1.99 1.71
C50 -2.04 -3.36 1.33
N2 -1.94 -0.95 1.19
H33 -5.46 0.91 1.99
H34 -5.89 -0.74 1.53
H35 -4.49 0.04 0.79
H36 -4.75 -0.69 3.75
H37 -3.36 0.12 3.06
H38 -4.61 -2.84 4.07
H39 -3.54 -3.89 3.18
H40 -6.27 -2.86 2.26
H41 -5.80 -4.51 2.61
H42 -5.14 -3.69 1.18
H43 -1.57 -3.86 2.17
H44 -1.32 -3.25 0.53
H45 -2.85 -3.98 0.96
H46 -2.31 -0.05 1.44

Löwdin population analysis, charges in e, atoms 1 to 99:
1. Ru 1.03
2. C -0.03
3. C -0.25
4. C -0.01
5. C -0.07
6. C -0.39
7. C -0.06
8. C -0.01
9. S 0.90
10. O -0.49
11. C -0.26
12. C -0.04
13. C 0.01
14. C -0.14
15. C -0.01
16. C -0.05
17. C -0.04
18. C -0.01
19. C -0.11
20. C -0.15
21. C -0.14
22. C -0.13
23. C -0.01
24. C -0.04
25. C -0.05
26. C -0.02
27. C -0.15
28. C 0.00
29. C -0.07
30. C -0.32
31. S 0.99
32. O -0.63
33. C -0.36
34. C -0.08
35. C -0.01
36. C -0.25
37. C -0.03
38. C -0.01
39. C -0.05
40. H 0.08
41. H 0.10
42. H 0.09
43. H 0.12
44. H 0.12
45. H 0.08
46. H 0.13
47. H 0.11
48. H 0.13
49. H 0.12
50. H 0.12
51. H 0.12
52. H 0.12
53. H 0.13
54. H 0.12
55. H 0.12
56. H 0.12
57. H 0.13
58. H 0.11
59. H 0.11
60. H 0.12
61. H 0.08
62. H 0.09
63. H 0.09
64. H 0.13
65. H 0.12
66. Br 0.94
67. C -0.53
68. C -0.10
69. C -0.04
70. C 0.00
71. C -0.15
72. C 0.00
73. C -0.05
74. C -0.11
75. C -0.15
76. C -0.23
77. H 0.11
78. H 0.12
79. H 0.13
80. H 0.13
81. H 0.12
82. H 0.11
83. C -0.05
84. C -0.18
85. N -0.06
86. C -0.18
87. C -0.05
88. C -0.39
89. C 0.00
90. N 0.04
91. H 0.09
92. H 0.07
93. H 0.07
94. H 0.13
95. H 0.12
96. H 0.13
97. H 0.11
98. H 0.07
99. H 0.09


Entry from the OMol25 dataset: a structure of composition C50H46CsN2O3PTe at a distorted geometry (ωB97M-V/def2-TZVPD).

For the frontier orbital gap, the calculation gives 7.010 eV. Its net charge is 0. For the LUMO energy, the calculation gives 0.23 eV. The value obtained for the max |F| is 2.88 eV Å⁻¹.

Geometry (Å):
Cs1 0.73 0.47 -1.08
N1 4.09 1.10 -0.39
C1 4.79 2.31 -0.54
C2 6.18 2.28 -0.68
C3 6.89 3.45 -0.88
C4 6.23 4.67 -0.93
C5 4.85 4.70 -0.81
C6 4.11 3.53 -0.63
P1 2.28 3.51 -0.50
C7 1.84 5.28 -0.32
C8 1.58 5.72 0.98
C9 1.26 7.04 1.23
C10 1.19 7.95 0.17
C11 1.43 7.51 -1.12
C12 1.76 6.19 -1.37
C13 1.79 3.22 -2.25
C14 0.42 3.27 -2.54
C15 -0.05 3.00 -3.82
C16 0.85 2.66 -4.82
C17 2.21 2.59 -4.54
C18 2.68 2.88 -3.26
H1 4.68 0.32 -0.13
H2 3.30 1.16 0.24
H3 6.70 1.33 -0.63
H4 7.97 3.40 -0.98
H5 6.78 5.59 -1.07
H6 4.33 5.65 -0.86
H7 1.61 5.01 1.80
H8 1.06 7.37 2.24
H9 0.93 8.98 0.36
H10 1.37 8.21 -1.95
H11 1.95 5.87 -2.38
H12 -0.29 3.51 -1.75
H13 -1.11 3.05 -4.02
H14 0.49 2.43 -5.82
H15 2.91 2.32 -5.32
H16 3.74 2.83 -3.05
C19 -4.85 -4.21 -2.15
C20 -3.76 -3.31 -1.63
C21 -3.96 -1.98 -1.33
C22 -2.94 -1.15 -0.85
C23 -3.20 0.29 -0.64
O1 -2.33 1.14 -0.72
C24 -4.59 0.78 -0.34
C25 -4.99 2.00 -0.87
C26 -6.23 2.53 -0.55
C27 -7.07 1.85 0.33
C28 -6.67 0.64 0.87
C29 -5.44 0.10 0.53
C30 -1.64 -1.68 -0.58
O2 -0.75 -0.97 0.00
C31 -1.41 -3.04 -0.98
C32 -2.46 -3.80 -1.45
C33 -0.05 -3.67 -0.89
N2 0.99 -2.96 -1.06
C34 2.32 -3.52 -0.87
C35 2.78 -3.47 0.59
Te1 2.22 -1.67 1.62
C36 0.79 -2.61 2.83
C37 1.17 -3.65 3.67
C38 0.22 -4.30 4.45
C39 -1.10 -3.88 4.43
C40 -1.48 -2.82 3.62
C41 -0.54 -2.19 2.81
C42 -0.03 -5.13 -0.55
C43 -0.45 -5.53 0.71
C44 -0.44 -6.88 1.06
C45 -0.04 -7.83 0.13
C46 0.36 -7.44 -1.14
C47 0.36 -6.09 -1.48
H17 -5.78 -3.65 -2.29
H18 -5.07 -5.02 -1.46
H19 -4.60 -4.66 -3.11
H20 -4.94 -1.54 -1.50
H21 -4.31 2.53 -1.53
H22 -6.55 3.47 -0.98
H23 -8.04 2.27 0.59
H24 -7.32 0.12 1.57
H25 -5.12 -0.85 0.94
H26 -2.27 -4.84 -1.69
H27 3.00 -2.91 -1.47
H28 2.41 -4.55 -1.23
H29 3.86 -3.57 0.67
H30 2.31 -4.26 1.17
H31 2.21 -3.96 3.72
H32 0.53 -5.12 5.09
H33 -1.84 -4.37 5.05
H34 -2.51 -2.49 3.59
H35 -0.84 -1.41 2.12
H36 -0.78 -4.79 1.42
H37 -0.76 -7.17 2.05
H38 -0.05 -8.88 0.40
H39 0.66 -8.18 -1.86
H40 0.67 -5.78 -2.47
C48 -1.14 1.78 2.36
C49 0.16 1.35 2.99
C50 0.21 0.95 4.44
O3 1.17 1.32 2.32
H41 -1.97 1.79 3.07
H42 -1.37 1.13 1.52
H43 -1.00 2.79 1.96
H44 -0.77 0.75 4.86
H45 0.67 1.78 5.00
H46 0.86 0.09 4.56

Löwdin population analysis, charges in e, atoms 1 to 99:
1. Cs 1.25
2. N 0.08
3. C -0.33
4. C -0.04
5. C -0.09
6. C -0.09
7. C -0.08
8. C -0.32
9. P 1.07
10. C -0.39
11. C -0.10
12. C -0.08
13. C -0.09
14. C -0.08
15. C -0.09
16. C -0.50
17. C -0.22
18. C -0.08
19. C -0.08
20. C -0.07
21. C -0.09
22. H 0.08
23. H -0.01
24. H 0.11
25. H 0.10
26. H 0.10
27. H 0.10
28. H 0.10
29. H 0.10
30. H 0.10
31. H 0.10
32. H 0.11
33. H 0.11
34. H 0.11
35. H 0.10
36. H 0.11
37. H 0.11
38. C -0.06
39. C -0.27
40. C 0.00
41. C -0.07
42. C -0.30
43. O -0.01
44. C -0.15
45. C -0.02
46. C -0.08
47. C -0.09
48. C -0.08
49. C -0.04
50. C -0.36
51. O -0.57
52. C -0.07
53. C 0.02
54. C -0.21
55. N 0.06
56. C -0.30
57. C -0.46
58. Te 1.33
59. C -0.54
60. C -0.15
61. C -0.09
62. C -0.09
63. C -0.08
64. C -0.14
65. C -0.19
66. C -0.02
67. C -0.07
68. C -0.09
69. C -0.08
70. C -0.05
71. H 0.07
72. H 0.08
73. H 0.08
74. H 0.12
75. H 0.11
76. H 0.10
77. H 0.10
78. H 0.10
79. H 0.12
80. H 0.13
81. H 0.10
82. H 0.10
83. H 0.04
84. H 0.04
85. H 0.10
86. H 0.10
87. H 0.10
88. H 0.10
89. H 0.08
90. H 0.11
91. H 0.10
92. H 0.10
93. H 0.10
94. H 0.12
95. C 0.00
96. C -0.50
97. C -0.01
98. O -0.06
99. H 0.08


Entry from the OMol25 dataset: a structure of composition C50H47As2Cl3GeN4O5Rb at a distorted geometry (ωB97M-V/def2-TZVPD).

For the frontier orbital gap (alpha / beta), the calculation gives 7.032 / 3.981 eV. Its net charge is 0. For the LUMO energy (alpha / beta), the calculation gives -0.11 / -3.16 eV. Its spin multiplicity is 2. The value obtained for the max |F| is 1.15 eV Å⁻¹.

Geometry (Å):
Rb1 -0.42 -0.79 0.38
O1 0.63 3.08 2.18
C1 -0.13 2.35 1.33
O2 0.31 1.91 0.30
C2 -1.54 2.14 1.81
C3 -2.10 2.80 2.89
C4 -3.41 2.47 3.21
C5 -4.07 1.49 2.48
C6 -3.41 0.86 1.43
N1 -2.17 1.21 1.10
C7 -4.01 -0.34 0.68
O3 -5.19 -0.60 0.92
O4 -3.20 -0.95 -0.08
H1 1.50 3.11 1.76
H2 -1.54 3.53 3.45
H3 -3.91 2.95 4.04
H4 -5.08 1.18 2.71
C8 -0.42 -1.29 -2.68
C9 -1.89 -0.90 -2.97
As1 -2.28 0.82 -2.05
C10 -4.21 1.03 -2.27
C11 -5.08 -0.03 -2.51
C12 -6.45 0.20 -2.60
C13 -6.95 1.48 -2.44
C14 -6.09 2.53 -2.18
C15 -4.72 2.31 -2.10
C16 -1.84 1.99 -3.61
C17 -1.00 3.07 -3.36
C18 -0.63 3.94 -4.37
C19 -1.10 3.74 -5.66
C20 -1.95 2.68 -5.93
C21 -2.32 1.81 -4.91
As2 0.80 0.30 -2.73
C22 2.46 -0.54 -2.08
C23 2.83 -0.25 -0.76
C24 3.97 -0.83 -0.21
C25 4.78 -1.65 -0.98
C26 4.46 -1.88 -2.31
C27 3.30 -1.34 -2.85
C28 1.20 0.36 -4.63
C29 2.12 1.33 -5.03
C30 2.44 1.50 -6.37
C31 1.82 0.71 -7.33
C32 0.89 -0.24 -6.94
C33 0.58 -0.42 -5.60
H5 -0.05 -2.05 -3.37
H6 -0.34 -1.71 -1.68
H7 -2.56 -1.66 -2.58
H8 -2.08 -0.75 -4.03
H9 -4.70 -1.04 -2.59
H10 -7.12 -0.63 -2.78
H11 -8.02 1.65 -2.50
H12 -6.48 3.54 -2.05
H13 -4.06 3.14 -1.90
H14 -0.61 3.21 -2.36
H15 0.03 4.77 -4.15
H16 -0.80 4.42 -6.46
H17 -2.33 2.52 -6.93
H18 -3.00 1.00 -5.13
H19 2.24 0.42 -0.15
H20 4.24 -0.59 0.81
H21 5.68 -2.08 -0.56
H22 5.09 -2.51 -2.93
H23 3.05 -1.54 -3.89
H24 2.60 1.97 -4.29
H25 3.16 2.25 -6.66
H26 2.05 0.84 -8.38
H27 0.39 -0.85 -7.69
H28 -0.15 -1.16 -5.31
Cl1 1.89 -4.12 -2.24
Ge1 1.95 -3.53 -0.20
Cl2 -0.15 -3.74 0.38
Cl3 2.85 -5.24 0.70
C34 4.99 -2.08 5.12
N2 4.08 -2.18 3.98
N3 3.45 -1.02 3.51
C35 2.21 -1.34 2.98
O5 1.49 -0.52 2.40
C36 2.06 -2.75 3.21
C37 3.19 -3.19 3.83
C38 3.51 -4.54 4.37
C39 4.14 0.20 3.35
C40 3.44 1.39 3.55
C41 4.10 2.59 3.36
C42 5.44 2.62 2.98
C43 6.13 1.43 2.79
C44 5.48 0.22 2.96
H29 5.34 -1.06 5.20
H30 5.85 -2.73 4.96
H31 4.48 -2.36 6.04
H32 1.21 -3.35 2.95
H33 2.88 -5.29 3.88
H34 3.31 -4.59 5.44
H35 4.55 -4.80 4.20
H36 2.40 1.36 3.83
H37 3.57 3.52 3.52
H38 5.95 3.57 2.84
H39 7.17 1.44 2.50
H40 6.00 -0.72 2.79
N4 -1.39 -1.74 2.98
C45 -2.55 -1.55 3.75
C46 -2.49 -0.77 4.90
C47 -3.64 -0.50 5.62
C48 -4.87 -1.00 5.20
C49 -4.92 -1.78 4.06
C50 -3.78 -2.06 3.33
H41 -0.54 -1.47 3.44
H42 -1.33 -2.58 2.44
H43 -1.54 -0.35 5.22
H44 -3.58 0.12 6.51
H45 -5.77 -0.78 5.76
H46 -5.87 -2.14 3.69
H47 -3.85 -2.61 2.40

Löwdin population analysis, charges in e, atoms 1 to 99:
1. Rb 0.81
2. O 0.11
3. C -0.47
4. O -0.02
5. C -0.21
6. C 0.01
7. C -0.04
8. C 0.02
9. C -0.17
10. N 0.05
11. C -0.68
12. O 0.01
13. O -0.20
14. H 0.12
15. H 0.11
16. H 0.11
17. H 0.12
18. C -0.48
19. C -0.40
20. As 1.28
21. C -0.38
22. C -0.10
23. C -0.08
24. C -0.10
25. C -0.09
26. C -0.12
27. C -0.41
28. C -0.17
29. C -0.10
30. C -0.10
31. C -0.09
32. C -0.11
33. As 1.31
34. C -0.40
35. C -0.15
36. C -0.10
37. C -0.10
38. C -0.11
39. C -0.15
40. C -0.40
41. C -0.12
42. C -0.09
43. C -0.09
44. C -0.08
45. C -0.10
46. H 0.05
47. H -0.09
48. H 0.06
49. H 0.05
50. H 0.10
51. H 0.10
52. H 0.10
53. H 0.10
54. H 0.10
55. H 0.08
56. H 0.10
57. H 0.10
58. H 0.10
59. H 0.10
60. H 0.07
61. H 0.08
62. H 0.11
63. H 0.11
64. H 0.11
65. H 0.10
66. H 0.10
67. H 0.10
68. H 0.10
69. H 0.09
70. Cl 0.24
71. Ge -0.09
72. Cl 0.14
73. Cl 0.16
74. C 0.01
75. N -0.06
76. N 0.05
77. C -0.44
78. O -0.09
79. C 0.02
80. C -0.28
81. C -0.01
82. C -0.21
83. C 0.00
84. C -0.07
85. C -0.08
86. C -0.07
87. C -0.05
88. H 0.09
89. H 0.10
90. H 0.10
91. H 0.09
92. H 0.08
93. H 0.09
94. H 0.09
95. H 0.12
96. H 0.11
97. H 0.11
98. H 0.11
99. H 0.12


The calculation returns the following energy relative to the best compared isomer or geometry (same formula, charge and spin) values, one per record and in order: 0.000; 2.529; 0.906; 2.046 eV.